[1]
96
Properties=species:S:1:pos:R:3:forces:R:3:lowdin_charge:R:1 method="wB97M-V/def2-TZVPD" smiles=COC[C@H](C)N.COC[C@H](C)N.COC[C@H](C)N.CCO.CCO.CCO.CCO.CCO gap_ev=9.50 charge=0 relative_energy_kcal_mol=26.5 homo_ev=-9.0
C 1.0925 1.9974 -5.7041 0.0 -0.9 -0.1 -0.08
C 2.0438 1.3399 -4.7167 0.6 -0.3 -0.2 -0.29
O 1.4463 0.9246 -3.4895 -0.1 0.0 -0.2 -0.11
H 1.6010 2.0447 -6.6753 -0.2 0.1 0.1 0.08
H 0.8946 3.0104 -5.3737 -0.5 0.2 -0.1 0.06
H 0.1693 1.3813 -5.8307 0.6 0.7 0.2 0.09
H 2.8613 2.0166 -4.4774 0.1 0.2 0.0 0.11
H 2.5397 0.4465 -5.1524 -0.6 0.3 0.4 0.13
H 1.0334 1.6590 -3.0196 0.1 0.1 -0.3 0.07
C 2.3504 2.3588 0.8964 2.0 -0.8 0.1 -0.09
C 1.2833 2.6821 1.8668 0.2 0.7 -0.2 -0.32
O 1.0362 4.0802 1.8708 -0.6 0.7 0.0 -0.08
H 3.2606 2.9003 1.1804 0.0 0.1 0.0 0.08
H 2.1824 2.6129 -0.1348 -0.5 0.1 -0.4 0.06
H 2.6775 1.3080 0.9482 -0.4 0.1 -0.1 0.06
H 1.5777 2.3504 2.8497 0.1 -0.2 0.5 0.10
H 0.3745 2.1602 1.6143 -0.6 0.1 0.0 0.09
H 1.8346 4.6367 1.8801 -0.2 -0.8 0.0 0.09
C -1.5094 -4.1319 -1.0046 1.9 0.7 0.0 -0.09
C -1.7860 -3.7731 -2.4562 0.3 0.5 0.6 -0.33
O -0.5932 -3.5508 -3.1814 -0.1 0.3 -0.1 -0.09
H -0.7859 -4.9703 -0.9085 -0.3 0.6 -0.1 0.09
H -2.3912 -4.4138 -0.5377 -1.9 -0.8 0.9 0.04
H -1.1733 -3.2560 -0.3916 0.2 -0.6 -0.7 0.07
H -2.4552 -2.8748 -2.4484 0.3 -0.6 -0.4 0.11
H -2.2627 -4.6100 -2.9472 -0.4 -0.1 -0.1 0.10
H -0.2035 -2.7158 -2.8683 0.1 -0.1 0.0 0.03
C -1.0713 -0.1638 -1.1775 0.4 -0.4 0.2 -0.04
C 0.4321 -0.5090 -1.1208 -0.9 -0.3 0.2 -0.27
O 0.7450 -1.2964 -2.2663 0.2 0.0 0.2 -0.13
H -1.7173 -1.0524 -1.1146 0.3 0.2 -0.5 0.06
H -1.2181 0.4281 -2.0948 -0.3 -0.5 0.1 0.08
H -1.4221 0.4531 -0.3702 0.2 0.4 0.6 0.04
H 0.8047 -1.0581 -0.2347 -0.7 0.1 -0.4 0.09
H 0.9695 0.4270 -1.0883 0.5 0.3 -0.3 0.09
H 0.9404 -0.6830 -2.9978 0.0 0.0 0.2 0.06
C -4.0573 -1.6042 1.2937 -1.3 0.4 0.1 -0.08
C -5.4294 -1.0617 1.8066 1.2 -0.5 -0.6 -0.30
O -6.3620 -2.1002 1.4901 0.4 0.6 0.1 -0.08
H -3.3184 -0.8219 1.3989 0.4 0.1 -0.1 0.04
H -4.1369 -1.9361 0.2489 0.0 0.4 0.2 0.08
H -3.7809 -2.4859 1.8618 0.1 0.0 0.3 0.07
H -5.6674 -0.0707 1.3636 -0.1 -0.7 -0.2 0.10
H -5.3603 -0.8607 2.8823 -0.1 -0.3 0.1 0.10
H -7.1766 -1.8990 1.9389 -0.6 0.0 0.2 0.07
C -3.7526 2.7490 1.2148 -0.8 0.6 1.0 -0.06
C -3.2138 3.9044 0.3653 0.0 0.1 -1.2 -0.41
C -2.3399 3.2846 -0.7146 -0.6 -1.3 -0.1 -0.27
O -1.9051 4.3097 -1.5482 1.9 0.1 -0.3 -0.18
C -0.6606 3.9618 -2.1842 -1.2 0.1 -0.3 -0.07
N -4.2187 4.7136 -0.3766 -1.5 -1.4 2.0 0.04
H -2.9286 2.3982 1.8629 -0.3 -0.2 -0.6 0.06
H -4.2533 1.9252 0.6683 0.5 0.5 0.0 0.08
H -4.4945 3.1248 1.9470 0.2 -0.1 -0.4 0.08
H -2.5536 4.5319 1.0129 -0.4 -0.3 -0.4 0.15
H -2.8394 2.4568 -1.3393 0.0 1.2 0.8 0.15
H -1.5414 2.7112 -0.2353 0.5 0.4 0.2 0.10
H -0.7864 2.9187 -2.5229 0.4 0.2 -0.3 0.07
H 0.2475 4.0551 -1.5747 -0.4 0.0 0.4 0.09
H -0.5729 4.6499 -3.0234 0.1 -0.2 -0.2 0.09
H -3.8820 5.4152 -0.9862 0.8 0.5 -0.4 0.05
H -4.9501 5.1051 0.2334 0.7 -0.3 -0.4 0.08
C 1.8570 -0.7142 3.5183 1.7 -1.7 0.0 -0.05
C 0.7826 -1.7967 3.4524 -0.3 -1.0 -0.6 -0.40
C -0.2905 -1.4285 2.4307 0.3 -0.1 -0.1 -0.21
O -0.6006 -0.0399 2.4111 0.2 -1.0 -0.3 -0.21
C -1.4593 0.2261 3.4845 0.2 1.7 0.2 -0.11
N 1.0761 -3.2160 3.0807 0.5 0.6 0.8 0.04
H 1.5832 0.0745 4.1787 -0.4 0.7 0.4 0.06
H 2.2353 -0.3092 2.5847 -0.5 0.0 -0.3 0.04
H 2.7473 -1.2013 3.9656 -0.3 0.3 0.0 0.09
H 0.4129 -1.8917 4.4818 -0.3 0.1 -0.3 0.13
H -1.1808 -2.0136 2.6057 -0.5 -0.2 0.2 0.11
H 0.0715 -1.7819 1.4506 0.0 0.6 0.2 0.10
H -2.4203 -0.2643 3.3588 -0.2 -0.2 0.1 0.08
H -1.5835 1.3189 3.4583 -0.3 -0.3 0.2 0.09
H -1.0205 0.0067 4.4688 -0.1 -0.3 -0.2 0.09
H 1.4088 -3.3952 2.1395 0.1 0.4 -0.1 0.05
H 1.7060 -3.6629 3.7463 -0.2 0.2 -0.3 0.07
C 3.9127 -1.8497 -1.9342 0.5 0.6 0.6 -0.05
C 3.8221 -2.6794 -0.6674 0.0 -0.5 0.1 -0.41
C 3.9092 -1.7675 0.5659 -0.7 -1.1 -0.3 -0.26
O 5.0588 -0.9996 0.4740 0.5 0.7 1.2 -0.18
C 5.3887 -0.4958 1.7750 1.1 -0.6 -1.0 -0.08
N 2.5601 -3.4195 -0.5422 0.0 -0.7 -0.1 0.06
H 4.8999 -1.3944 -1.8879 0.0 0.4 -0.3 0.08
H 3.1421 -1.0888 -1.8664 0.0 0.3 -0.3 0.06
H 3.8281 -2.3459 -2.8926 -0.2 -0.6 0.1 0.08
H 4.7068 -3.3466 -0.6642 -0.6 0.0 0.3 0.15
H 3.8204 -2.3569 1.5039 0.6 -0.1 -0.4 0.12
H 3.0101 -1.1563 0.6466 -0.3 0.5 -0.4 0.09
H 4.5988 0.0934 2.2013 -0.5 0.5 0.1 0.06
H 6.3048 0.0985 1.6438 -0.4 -0.1 0.3 0.10
H 5.5723 -1.3531 2.4342 0.1 0.2 0.1 0.09
H 1.8743 -2.9934 -1.1533 -0.2 0.1 -0.1 0.04
H 2.6387 -4.3898 -0.8607 0.1 0.5 0.2 0.08


[2]
9
Properties=species:S:1:pos:R:3:forces:R:3:nbo_charge:R:1 method="wB97M-V/def2-TZVPD" gap_ev="9.11 / 9.11" charge=0 relative_energy_kcal_mol=102.7 homo_ev="-9.2 / -9.2"
O -1.1098 -1.3077 1.7129 -0.1 0.0 -0.1 -0.64
C -0.0821 -1.0149 0.9333 0.0 0.0 -0.6 0.44
N 0.0233 -0.9235 -0.2764 0.1 0.0 0.3 -0.12
N 0.3348 -0.4303 -1.3841 0.0 -0.2 0.2 -0.47
C 0.7202 2.0675 -0.0880 -0.3 0.0 1.0 0.09
N 0.3663 1.9890 1.0081 0.3 0.1 -1.1 -0.34
H -1.9424 -1.3124 1.2112 0.1 0.0 0.1 0.48
H 0.6377 -1.1992 -1.9925 -0.1 0.1 0.1 0.33
H 1.0366 2.1183 -1.1090 0.0 0.0 0.2 0.24


[3]
20
Properties=species:S:1:pos:R:3:forces:R:3:nbo_charge:R:1 method="wB97M-V/def2-TZVPD" gap_ev=5.84 charge=+3 homo_ev=-22.2
Sc -2.2669 0.1315 -0.4173 2.9 -1.6 1.1 2.42
O -1.2843 -1.2519 0.6639 -4.4 3.4 -2.2 -0.75
O 0.6787 -1.1485 1.7107 -1.9 1.0 -1.1 -0.38
C 2.0109 -1.6691 1.5229 1.2 -0.3 0.0 -0.11
C 1.8552 -2.5893 0.3038 1.2 -0.3 0.1 -0.12
O 0.4755 -2.4038 -0.0732 -1.9 1.6 -0.1 -0.37
C -0.0674 -1.5010 0.6989 5.2 -3.7 1.8 1.03
H 2.6761 -0.8198 1.3362 -0.1 -0.2 0.2 0.24
H 2.2996 -2.1933 2.4374 -0.1 0.2 -0.1 0.27
H 2.0039 -3.6481 0.5316 -0.1 0.2 -0.1 0.27
H 2.4722 -2.2822 -0.5465 -0.2 -0.2 0.2 0.25
O -0.6203 1.4689 -0.7922 -2.7 -0.1 0.5 -0.69
C -0.4492 2.9343 -0.8247 -0.3 1.6 0.1 -0.15
C 1.0215 3.0509 -1.1918 0.2 0.8 0.0 -0.13
O 1.4561 1.6525 -1.2572 -1.0 -1.4 0.0 -0.36
C 0.5187 0.8098 -1.0768 1.9 -0.8 -0.2 0.51
H -1.1375 3.3179 -1.5814 0.2 0.1 0.1 0.26
H -0.6947 3.3143 0.1699 0.1 0.0 -0.2 0.26
H 1.6315 3.5386 -0.4270 -0.1 -0.1 -0.2 0.28
H 1.2029 3.4923 -2.1754 0.0 -0.1 0.2 0.28


[4]
26
Properties=species:S:1:pos:R:3:forces:R:3:nbo_charge:R:1 method="wB97M-V/def2-TZVPD" gap_ev=11.98 charge=+1 relative_energy_kcal_mol=17.2 homo_ev=-14.8
C 0.1703 0.5684 -2.0504 0.2 0.4 -2.5 -0.66
C -0.6986 -0.1025 -1.0060 1.1 0.7 1.3 -0.03
C -0.4666 -1.6432 -0.8504 -0.8 2.1 -1.3 -0.42
C -1.0348 -2.2403 0.4062 1.3 -2.1 0.3 -0.64
N -0.2247 0.6160 0.2735 1.5 -2.4 0.5 -0.77
H 1.2150 0.2543 -2.0597 -0.2 -0.6 0.3 0.23
H 0.3190 1.6619 -1.9719 -0.8 -0.3 0.4 0.23
H -0.1698 0.4389 -3.1064 0.0 -0.2 0.9 0.24
H -1.7410 0.1806 -1.0780 -0.2 -0.2 -0.2 0.22
H -0.9973 -2.0043 -1.7397 0.3 -0.5 0.2 0.24
H 0.5958 -1.7671 -1.0296 0.2 -0.5 0.3 0.21
H -0.5305 -1.9477 1.3321 -0.3 0.6 0.0 0.20
H -2.1134 -2.1624 0.4708 -0.1 0.1 0.1 0.23
H -0.7301 -3.3286 0.4259 -0.8 0.9 -0.3 0.24
H -0.9389 1.2270 0.7198 0.4 0.1 -0.4 0.46
H 0.1213 -0.0801 0.9804 -1.2 0.4 -0.3 0.46
H 0.7202 0.9523 0.0725 -0.3 1.3 -0.2 0.45
H 3.2711 1.9377 -0.8551 0.2 -0.2 0.0 0.50
H 3.2591 0.4576 -0.2890 -0.1 0.8 -0.3 0.49
O 2.7243 1.2603 -0.4442 -0.1 -0.7 0.5 -0.98
H -2.8148 2.4728 1.0458 0.2 -0.1 -0.9 0.50
H -2.7082 1.4363 2.0251 0.4 -0.8 -0.7 0.50
O -2.4896 1.5547 1.0700 -1.2 1.2 1.9 -0.94
H 1.8252 -0.4304 3.0672 -0.9 -0.8 0.1 0.50
H 2.0793 0.6784 2.2550 -1.0 0.1 -0.8 0.49
O 1.3577 0.0098 2.3364 2.2 0.7 1.0 -0.96


[5]
7
Properties=species:S:1:pos:R:3:forces:R:3:nbo_charge:R:1 method="wB97M-V/def2-TZVPD" smiles="O=C(I)C(F)(F)F" gap_ev=10.48 charge=0 relative_energy_kcal_mol=4.0 homo_ev=-10.4
C -0.7326 0.3869 0.5067 1.7 -0.6 -0.7 0.34
C 0.7032 -0.3285 -0.2539 -2.0 2.6 3.8 0.93
O -0.7038 0.8928 1.5702 0.2 -0.6 -0.7 -0.46
F 1.6475 0.0870 0.6623 -0.3 -0.6 -1.8 -0.32
F 0.6725 -1.6227 -0.2836 0.0 -0.9 -0.2 -0.29
F 0.8475 0.1763 -1.4500 0.6 0.1 -0.1 -0.29
I -2.4343 0.4083 -0.7518 -0.1 -0.1 -0.1 0.09


[6]
105
Properties=species:S:1:pos:R:3:forces:R:3:lowdin_charge:R:1 method="wB97M-V/def2-TZVPD" gap_ev=8.56 charge=0 homo_ev=-8.1
C 3.9833 -3.4211 1.4631 0.9 0.0 -0.6 -0.03
C 3.4971 -2.2894 0.5963 0.1 -0.3 0.1 -0.35
C 4.2284 -0.9696 0.7976 0.1 -0.5 -0.3 0.00
N 2.5705 -2.5115 -0.2526 -0.9 -0.1 1.2 0.25
B 1.4999 -1.5450 -0.2888 1.2 -0.6 -1.7 -0.67
O 0.2474 -1.9652 0.1494 0.3 1.1 0.0 0.31
B -0.7331 -0.9885 0.2120 -1.3 -0.5 0.1 -0.48
C -2.1545 -1.3454 0.7473 1.2 0.0 -0.6 -0.08
C -2.4301 -2.5665 1.3291 1.0 -0.6 -0.1 -0.04
C -3.6699 -2.8386 1.8256 -0.5 -1.1 0.7 -0.09
C -4.6656 -1.9050 1.7548 -0.6 0.0 0.1 -0.08
C -4.4040 -0.7050 1.1481 -1.4 0.9 0.1 -0.08
C -3.1668 -0.4248 0.6508 0.1 0.9 -0.4 -0.04
O -0.4941 0.3402 -0.1498 0.7 -0.3 1.0 0.25
B 0.8611 0.5521 0.0268 0.8 -0.1 -1.2 -0.64
P 1.4939 1.8560 1.2935 -1.0 1.8 0.2 0.89
N 1.5524 1.0688 2.8156 0.7 0.0 -0.4 -0.18
O 3.0346 2.3089 0.8642 -0.4 -0.7 0.3 -0.32
O 1.6950 -0.2389 -0.7650 -0.4 0.0 1.2 0.25
H 5.0295 -3.6135 1.1924 0.0 -0.1 0.2 0.09
H 3.4097 -4.3234 1.2812 -0.1 0.0 0.1 0.08
H 4.0089 -3.1238 2.5165 -0.2 0.0 -0.1 0.07
H 5.2377 -1.1948 1.1453 -0.1 0.1 0.3 0.08
H 4.3344 -0.4969 -0.1749 -0.2 0.3 0.1 0.09
H 3.7493 -0.3021 1.5088 0.0 0.1 0.0 0.06
H -1.6432 -3.3091 1.3904 0.0 0.0 0.0 0.12
H -3.8946 -3.7837 2.3038 0.2 -0.1 0.0 0.11
H -5.6398 -2.1156 2.1722 -0.1 0.0 0.0 0.11
H -5.1940 0.0342 1.0834 0.0 0.0 -0.1 0.09
H -2.9897 0.5343 0.1832 0.1 0.1 0.0 0.12
H 1.4749 1.7711 3.5417 -0.2 -0.1 0.0 0.02
H 2.4503 0.6131 2.9662 -0.2 -0.4 0.1 0.01
H 2.9915 3.2695 0.7981 0.2 0.0 -0.3 0.01
C 1.6266 -2.1872 -4.6258 0.0 -0.2 0.0 -0.05
C 0.4550 -1.4507 -5.2555 0.3 0.3 0.5 -0.49
C 0.7491 0.0367 -5.3818 -0.1 0.1 -0.2 -0.05
O -0.7197 -1.6449 -4.4688 -0.2 -0.1 -0.3 -0.05
H 1.8181 -1.8045 -3.6189 0.0 0.1 0.0 0.07
H 1.4064 -3.2509 -4.5291 0.0 0.0 -0.1 0.08
H 2.5352 -2.0725 -5.2196 0.0 0.0 0.0 0.08
H 0.2428 -1.8693 -6.2405 -0.2 0.0 0.0 0.14
H 0.9194 0.4810 -4.3970 0.1 -0.1 0.0 0.08
H -0.0986 0.5586 -5.8271 0.0 0.0 0.0 0.06
H 1.6314 0.2142 -5.9995 0.0 0.0 0.0 0.08
H -0.5504 -1.2803 -3.5933 0.0 0.0 0.0 0.08
C 2.8380 -1.0618 6.0338 -0.1 0.1 -0.2 -0.05
C 3.4678 -2.4232 5.7768 0.3 0.4 0.5 -0.49
C 3.7107 -3.1715 7.0748 0.1 -0.1 0.0 -0.07
O 4.6993 -2.2538 5.0668 -0.2 -0.2 -0.3 -0.06
H 3.4986 -0.4363 6.6411 0.0 -0.1 0.1 0.08
H 2.6724 -0.5341 5.0932 -0.1 -0.1 0.0 0.06
H 1.8820 -1.1574 6.5506 0.0 0.0 0.0 0.08
H 2.8152 -3.0148 5.1324 0.1 0.0 -0.1 0.13
H 4.4012 -2.6181 7.7194 -0.1 0.1 0.0 0.08
H 4.1659 -4.1421 6.8776 -0.1 0.0 0.0 0.08
H 2.7785 -3.3296 7.6138 0.0 -0.1 0.0 0.07
H 5.2891 -1.7300 5.6187 0.0 0.0 0.0 0.08
C -0.2775 -7.0172 6.4766 0.0 -0.1 0.2 -0.06
C 0.0723 -5.5504 6.6750 0.0 -0.2 -0.6 -0.49
C -0.5522 -4.6811 5.5932 0.0 0.2 0.1 -0.06
O 1.4909 -5.3845 6.6692 0.0 0.1 0.3 -0.07
H 0.1037 -7.3763 5.5167 -0.1 0.1 -0.1 0.08
H 0.1815 -7.6282 7.2546 0.0 0.0 0.0 0.08
H -1.3569 -7.1741 6.5013 0.0 0.0 0.0 0.08
H -0.2745 -5.2209 7.6554 0.2 0.0 0.0 0.14
H -0.1791 -4.9685 4.6061 0.0 -0.1 0.0 0.08
H -0.2889 -3.6331 5.7442 0.0 0.0 0.0 0.07
H -1.6397 -4.7694 5.5914 0.0 0.0 0.0 0.08
H 1.8177 -5.6708 5.8093 0.0 0.0 0.0 0.09
C 2.8748 6.3424 -2.1109 0.0 0.1 0.2 -0.06
C 3.6357 5.0254 -2.0740 -0.4 0.1 -0.5 -0.49
C 4.1096 4.6227 -3.4616 0.2 -0.1 0.0 -0.06
O 2.8035 3.9985 -1.5309 0.2 0.1 0.2 -0.07
H 1.9859 6.2545 -2.7413 0.1 0.0 -0.1 0.08
H 2.5349 6.6165 -1.1112 0.1 0.0 0.0 0.08
H 3.4976 7.1490 -2.5004 0.0 0.0 0.0 0.08
H 4.4934 5.1162 -1.4056 -0.1 -0.1 0.1 0.14
H 3.2576 4.4825 -4.1326 0.0 0.1 0.0 0.08
H 4.6475 3.6749 -3.4211 0.0 0.0 0.0 0.08
H 4.7679 5.3797 -3.8905 0.0 0.0 0.0 0.08
H 2.0397 3.9068 -2.1111 0.0 0.0 0.0 0.09
C -2.5814 2.4267 -6.6291 0.0 -0.1 0.2 -0.06
C -2.1995 3.8856 -6.4323 0.0 -0.2 -0.6 -0.50
C -2.7920 4.7658 -7.5225 0.0 0.2 0.1 -0.07
O -0.7774 4.0181 -6.4239 0.0 0.1 0.3 -0.06
H -2.1992 2.0520 -7.5831 -0.1 0.1 -0.1 0.08
H -2.1448 1.8091 -5.8436 -0.1 0.0 0.0 0.07
H -3.6643 2.2945 -6.6141 0.0 0.0 0.0 0.08
H -2.5491 4.2268 -5.4569 0.2 0.0 0.0 0.14
H -2.4156 4.4664 -8.5046 -0.1 -0.1 0.0 0.08
H -2.5052 5.8071 -7.3712 0.0 0.0 0.0 0.08
H -3.8813 4.7025 -7.5349 0.0 0.0 0.0 0.08
H -0.4498 3.7207 -7.2791 0.0 0.0 0.0 0.08
C -6.3680 3.8490 -0.0764 0.2 0.0 0.1 -0.06
C -6.2672 2.6083 -0.9509 -0.5 0.3 0.0 -0.50
C -6.8992 2.8397 -2.3149 0.1 -0.1 -0.1 -0.06
O -6.9023 1.5060 -0.3035 0.3 -0.2 0.0 -0.06
H -7.4152 4.1129 0.0966 0.0 0.0 -0.1 0.08
H -5.9161 3.6665 0.8993 0.0 0.0 0.0 0.08
H -5.8676 4.7015 -0.5383 0.0 0.0 0.0 0.08
H -5.2190 2.3326 -1.0755 0.0 -0.1 0.1 0.13
H -7.9627 3.0725 -2.2112 0.0 0.1 0.1 0.08
H -6.8242 1.9408 -2.9278 0.1 0.0 0.0 0.08
H -6.4141 3.6629 -2.8420 0.0 0.0 0.0 0.08
H -7.8317 1.7275 -0.1833 0.0 0.0 0.0 0.09


[7]
42
Properties=species:S:1:pos:R:3:forces:R:3:nbo_charge:R:1 method="wB97M-V/def2-TZVPD" spin_multiplicity=3 gap_ev="6.47 / 6.35" charge=-4 relative_energy_kcal_mol=0.0 homo_ev="1.9 / 2.0"
Pt -1.4642 0.0776 0.7027 0.7 1.2 -1.3 1.51
N -2.7110 2.5979 -1.1452 0.4 -1.3 -1.1 0.72
O -2.5571 1.9672 -0.0418 -0.3 1.2 0.3 -0.58
O -2.5791 1.9504 -2.1986 -0.1 0.6 0.4 -0.49
O -2.9884 3.8145 -1.1726 -0.1 -0.5 0.6 -0.55
N -1.8405 1.5628 3.5465 1.4 0.6 0.0 0.73
O -0.6691 1.8584 3.8429 -0.6 -0.2 -0.1 -0.50
O -2.0524 0.6089 2.7320 -0.9 0.0 0.4 -0.59
O -2.7962 2.1718 4.0480 -0.2 -0.3 0.0 -0.53
N -4.3869 -1.6902 -0.2056 0.0 1.3 -0.6 0.73
O -3.3758 -1.1718 0.3538 -0.6 -0.7 0.4 -0.60
O -4.3539 -1.9434 -1.4213 0.0 -0.3 0.6 -0.51
O -5.4454 -1.8388 0.4520 0.5 -0.3 0.0 -0.57
As 0.0586 -2.0063 -2.7387 -1.1 1.8 -1.6 2.83
F 0.3875 -0.3677 -3.3954 -0.1 -1.0 0.5 -0.64
F -0.7100 -1.2375 -1.3362 0.7 -1.0 -0.9 -0.62
F -0.2582 -3.6453 -2.2824 0.3 0.3 0.5 -0.62
F 0.7221 -2.6479 -4.2736 0.4 0.1 0.5 -0.67
F 1.6604 -1.9770 -2.0101 -0.8 -0.4 -0.2 -0.63
F -1.5008 -1.9969 -3.5937 0.8 0.1 0.6 -0.63
As -0.0452 -3.1785 2.6771 -0.4 0.7 0.2 2.83
F 1.6813 -2.8739 2.5650 -0.5 -0.3 0.0 -0.63
F -0.0730 -2.2445 4.1549 -0.1 -0.5 -0.1 -0.63
F -1.7621 -3.5309 2.8017 0.8 0.3 0.0 -0.62
F 0.0161 -4.1001 1.1965 0.1 0.5 0.6 -0.61
F 0.2691 -4.6470 3.6502 0.0 0.5 -0.5 -0.66
F -0.3691 -1.6001 1.8494 0.4 -1.7 0.3 -0.64
C 1.1925 1.8523 -0.3117 -0.5 -1.5 0.7 0.32
O 2.6308 1.6467 -0.1839 -0.1 1.0 -0.3 -0.57
O 0.5796 0.8894 0.3938 -0.3 0.3 0.4 -0.87
C 0.8503 3.3315 0.1491 -0.7 -1.3 0.0 0.92
F 0.2467 3.3599 1.3393 0.7 0.3 0.1 -0.31
F 1.9097 4.1892 0.1565 -0.3 0.1 0.1 -0.36
F -0.0718 3.8250 -0.7126 0.5 0.4 -0.2 -0.34
C 3.1944 0.7862 -1.1438 0.0 0.1 -0.3 -0.06
C 4.6982 0.7936 -0.9696 0.0 1.5 -0.4 -0.63
H 5.0775 1.8082 -1.1634 -0.3 0.4 0.7 0.17
H 4.9082 0.5257 0.0652 0.7 -0.5 -0.3 0.21
H 5.2194 0.3475 -1.8213 -0.1 -1.3 0.6 0.19
H 3.0205 1.1687 -2.1571 -0.5 -0.2 -0.1 0.14
H 2.8181 -0.2318 -1.0401 -0.2 0.1 -0.1 0.21
H 0.8695 1.7960 -1.3581 0.4 0.3 -0.5 0.14